No. 1
Here is 4 unconnected molecules or ions with the total composition CH11N3O3 from OMol25. Energies are from wB97M-V/def2-TZVPD.

SMILES ... N=C(N)N.O.O.O
Total charge ... 0
Calculated total energy ... -434.706816 Ha
HOMO energy ... -9.1365 eV
Orbital gap ... 9.931 eV

Positions of all 18 atoms, in Å:
N 0.447 0.690 -0.244
C 0.560 0.091 0.917
N -0.383 -0.679 1.523
N 1.753 0.247 1.596
H 0.871 1.620 -0.206
H -0.218 -0.836 2.525
H -1.326 -0.766 1.118
H 2.527 0.487 0.985
H 2.063 -0.485 2.192
O -2.964 -0.866 0.340
H -2.720 -0.359 -0.461
H -3.910 -0.875 0.307
O 2.900 0.113 -1.401
H 2.957 -0.114 -2.301
H 1.984 0.262 -1.206
O -1.842 0.536 -1.733
H -1.775 0.298 -2.635
H -0.924 0.636 -1.318


No. 2
Here is a molecular structure, C2H2LiLuO2 from OMol25. Energies are from wB97M-V/def2-TZVPD.

Total charge ... +2
Calculated total energy ... -1470.318029 Ha
HOMO energy ... -16.7475 eV
Orbital gap ... 5.839 eV

Positions of all 8 atoms, in Å:
O 0.560 -0.925 -0.593
C -0.447 -0.550 0.272
C -0.393 0.708 0.770
O 0.675 1.485 0.489
Li 0.023 -1.033 -2.352
Lu 2.230 0.265 -0.046
H -1.374 -1.127 0.241
H -1.275 1.177 1.217


No. 3
Here is a single C19H22BrN7 molecule from OMol25. Energies are from wB97M-V/def2-TZVPD.

SMILES ... Cn1ccnc1[C@H](c1ccccc1)N1CCN(c2ncnc(N)c2Br)CC1
Total charge ... 0
Calculated total energy ... -3694.510778 Ha
HOMO energy ... -8.1060 eV
Orbital gap ... 8.661 eV

Positions of all 49 atoms, in Å:
C 3.406 -0.659 -1.953
N 2.464 -1.690 -2.440
C 2.574 -2.347 -3.635
C 1.507 -3.182 -3.715
N 0.797 -3.093 -2.517
C 1.381 -2.229 -1.721
C 1.016 -1.851 -0.248
C -0.201 -2.551 0.330
C -1.403 -2.689 -0.367
C -2.538 -3.278 0.233
C -2.426 -3.840 1.540
C -1.224 -3.707 2.232
C -0.128 -3.079 1.628
N 0.915 -0.397 -0.095
C 0.972 0.134 1.268
C 1.287 1.636 1.228
N 0.341 2.434 0.396
C -0.779 2.965 0.963
N -1.633 2.090 1.469
C -2.760 2.593 1.998
N -3.081 3.870 2.059
C -2.239 4.697 1.500
N -2.607 5.991 1.539
C -1.029 4.322 1.008
Br 0.188 5.632 0.310
C 0.210 1.886 -0.981
C -0.059 0.381 -0.967
H 4.444 -0.839 -2.317
H 3.491 -0.644 -0.861
H 3.010 0.306 -2.267
H 3.343 -2.228 -4.357
H 1.244 -3.857 -4.536
H 1.853 -2.197 0.348
H -1.466 -2.321 -1.383
H -3.484 -3.356 -0.336
H -3.266 -4.370 1.997
H -1.114 -4.137 3.233
H 0.783 -2.978 2.198
H 1.730 -0.395 1.846
H 0.040 -0.078 1.760
H 2.270 1.734 0.797
H 1.292 2.044 2.268
H -3.472 1.869 2.399
H -1.794 6.587 1.576
H -3.354 6.180 2.211
H -0.568 2.383 -1.558
H 1.164 2.034 -1.489
H -0.012 0.005 -1.983
H -1.087 0.221 -0.606


No. 4
Here is 10 unconnected molecules or ions with the total composition C23H52F24N5O9P3 from OMol25. Energies are from wB97M-V/def2-TZVPD.

Total charge ... 0
Calculated total energy ... -5279.649779 Ha
HOMO energy ... -5.3558 eV
Orbital gap ... 2.354 eV

Positions of all 116 atoms, in Å:
C 3.421 3.804 -0.591
C 4.018 3.877 0.806
O 4.383 2.985 1.459
N 4.002 5.272 1.462
H 4.082 5.972 0.720
H 3.105 5.505 1.892
C 5.228 5.432 2.329
H 3.778 2.830 -0.932
H 3.679 4.632 -1.243
H 2.349 3.678 -0.399
H 5.322 6.450 2.693
H 6.110 5.125 1.770
H 5.192 4.703 3.135
C -4.160 3.067 -5.669
C -4.646 1.716 -5.265
O -5.777 1.454 -5.072
N -3.611 0.594 -5.184
H -4.090 -0.145 -5.702
H -2.738 0.843 -5.644
C -3.459 0.194 -3.735
H -3.564 3.019 -6.582
H -3.581 3.377 -4.791
H -4.957 3.777 -5.857
H -2.496 0.583 -3.408
H -3.559 -0.882 -3.620
H -4.159 0.610 -3.010
C 1.004 -7.248 3.319
C 1.545 -6.568 2.117
O 2.507 -6.890 1.521
N 0.807 -5.295 1.739
H 0.227 -5.360 0.893
H 0.065 -5.146 2.438
C 1.747 -4.092 1.743
H -0.082 -7.335 3.223
H 1.263 -6.706 4.231
H 1.373 -8.258 3.479
H 1.128 -3.206 1.763
H 2.332 -4.233 0.832
H 2.520 -4.193 2.501
C 2.354 0.698 1.534
C 1.355 0.079 2.468
O 1.525 -0.964 2.990
N 0.089 0.817 2.838
H 0.302 1.390 3.657
H -0.020 1.539 2.098
C -1.087 -0.134 2.819
H 2.345 0.387 0.485
H 3.335 0.553 1.976
H 2.142 1.741 1.270
H -1.959 0.444 2.528
H -1.162 -0.632 3.779
H -0.844 -0.829 2.022
C -2.834 3.663 2.593
C -2.493 4.972 1.975
O -3.021 5.997 2.221
N -1.587 4.926 0.765
H -0.827 5.599 0.780
H -1.125 3.988 0.682
C -2.469 5.219 -0.469
H -3.409 3.143 1.824
H -3.445 3.873 3.467
H -2.001 3.047 2.920
H -2.967 4.303 -0.780
H -1.706 5.560 -1.162
H -3.203 5.958 -0.165
C 4.891 -1.591 -0.255
O 4.221 -1.999 -1.432
O 5.514 -2.681 0.192
C 5.831 -0.322 -0.405
F 6.480 0.074 0.686
F 6.725 -0.536 -1.386
F 5.082 0.744 -0.898
C 3.094 -1.264 -1.875
C 2.646 -1.803 -3.219
H 1.711 -1.327 -3.533
H 3.359 -1.761 -4.041
H 2.356 -2.854 -3.144
H 3.335 -0.200 -1.989
H 2.286 -1.385 -1.141
H 4.079 -1.276 0.439
C -0.871 1.603 -0.634
O -0.521 0.311 -0.332
O -0.713 2.343 0.504
C -0.070 2.163 -1.869
F -0.468 3.382 -2.303
F 1.262 2.111 -1.725
F -0.320 1.286 -2.902
C -1.290 -0.733 -0.930
C -0.953 -2.073 -0.276
H -1.374 -2.256 0.712
H -1.374 -2.844 -0.922
H 0.112 -2.305 -0.245
H -1.415 -0.752 -2.013
H -2.344 -0.617 -0.635
H -1.920 1.684 -0.951
P -1.204 -4.175 3.957
F -2.454 -5.171 3.720
F -1.420 -4.096 5.582
F -0.242 -5.465 4.159
F -0.009 -3.096 4.156
F -0.848 -4.204 2.373
F -2.221 -2.918 3.781
P -5.474 1.788 -0.426
F -7.057 1.672 -0.396
F -5.454 1.245 1.110
F -5.456 0.312 -1.098
F -3.837 1.876 -0.328
F -5.520 2.480 -1.906
F -5.609 3.340 0.149
P -0.033 -5.420 -1.829
F 0.822 -6.408 -0.863
F -0.931 -6.706 -2.245
F -1.178 -5.128 -0.717
F -0.787 -4.351 -2.829
F 0.954 -4.234 -1.299
F 1.010 -5.745 -2.999


Repeat the third record exactly.
Here is a single C19H22BrN7 molecule from OMol25. Energies are from wB97M-V/def2-TZVPD.

SMILES ... Cn1ccnc1[C@H](c1ccccc1)N1CCN(c2ncnc(N)c2Br)CC1
Total charge ... 0
Calculated total energy ... -3694.510778 Ha
HOMO energy ... -8.1060 eV
Orbital gap ... 8.661 eV

Positions of all 49 atoms, in Å:
C 3.406 -0.659 -1.953
N 2.464 -1.690 -2.440
C 2.574 -2.347 -3.635
C 1.507 -3.182 -3.715
N 0.797 -3.093 -2.517
C 1.381 -2.229 -1.721
C 1.016 -1.851 -0.248
C -0.201 -2.551 0.330
C -1.403 -2.689 -0.367
C -2.538 -3.278 0.233
C -2.426 -3.840 1.540
C -1.224 -3.707 2.232
C -0.128 -3.079 1.628
N 0.915 -0.397 -0.095
C 0.972 0.134 1.268
C 1.287 1.636 1.228
N 0.341 2.434 0.396
C -0.779 2.965 0.963
N -1.633 2.090 1.469
C -2.760 2.593 1.998
N -3.081 3.870 2.059
C -2.239 4.697 1.500
N -2.607 5.991 1.539
C -1.029 4.322 1.008
Br 0.188 5.632 0.310
C 0.210 1.886 -0.981
C -0.059 0.381 -0.967
H 4.444 -0.839 -2.317
H 3.491 -0.644 -0.861
H 3.010 0.306 -2.267
H 3.343 -2.228 -4.357
H 1.244 -3.857 -4.536
H 1.853 -2.197 0.348
H -1.466 -2.321 -1.383
H -3.484 -3.356 -0.336
H -3.266 -4.370 1.997
H -1.114 -4.137 3.233
H 0.783 -2.978 2.198
H 1.730 -0.395 1.846
H 0.040 -0.078 1.760
H 2.270 1.734 0.797
H 1.292 2.044 2.268
H -3.472 1.869 2.399
H -1.794 6.587 1.576
H -3.354 6.180 2.211
H -0.568 2.383 -1.558
H 1.164 2.034 -1.489
H -0.012 0.005 -1.983
H -1.087 0.221 -0.606


Q: What is the calculated total energy in the fourth record?
A: -5279.649779 Ha


What did the second record say?
Here is a molecular structure, C2H2LiLuO2 from OMol25. Energies are from wB97M-V/def2-TZVPD.

Total charge ... +2
Calculated total energy ... -1470.318029 Ha
HOMO energy ... -16.7475 eV
Orbital gap ... 5.839 eV

Positions of all 8 atoms, in Å:
O 0.560 -0.925 -0.593
C -0.447 -0.550 0.272
C -0.393 0.708 0.770
O 0.675 1.485 0.489
Li 0.023 -1.033 -2.352
Lu 2.230 0.265 -0.046
H -1.374 -1.127 0.241
H -1.275 1.177 1.217